Formula: C38H56BF3O7P2
Source: OMol25
Level of theory: wB97M-V/def2-TZVPD

```
107
Properties=species:S:1:pos:R:3:forces:R:3:lowdin_charge:R:1
C 4.72068 3.09762 2.37177 0.6 -0.8 0.1 -0.08
C 5.01754 2.22915 1.02492 1.0 0.4 1.8 -0.26
O 3.81740 1.99004 0.26015 0.7 0.0 -0.7 -0.19
C 4.08866 1.37284 -1.01671 1.5 -1.1 0.2 -0.17
C 3.51091 -0.15815 -1.08294 0.4 0.4 -0.1 -0.37
O 2.24975 -0.35360 -0.44640 -0.4 0.2 -0.9 -0.11
C 1.07396 -0.24037 -1.23216 -2.5 0.1 -0.1 -0.21
C 0.82423 1.13104 -2.01736 -0.5 1.0 -0.4 -0.08
C -0.01365 2.23951 -1.24352 -3.1 2.6 1.3 -0.15
C 0.51383 3.21946 -0.17675 -2.8 0.4 -0.5 -0.01
C -0.40744 4.24447 0.53030 -2.2 -2.4 -2.6 -0.05
C -1.93785 4.31036 0.16919 2.2 -2.5 -1.8 -0.06
C -2.50070 3.37768 -0.92660 2.9 -0.5 0.5 -0.21
C -4.02979 3.36473 -1.42731 0.9 0.2 -0.2 -0.10
C -1.54062 2.36622 -1.61263 1.7 1.9 2.5 0.00
C -0.15960 -0.45237 -0.18123 1.1 -1.3 -0.4 -0.27
O 0.08003 0.15727 1.08965 -0.6 -0.4 -1.1 0.00
O -0.24387 -1.91872 -0.04313 -0.4 1.9 1.1 -0.18
C -1.04561 -2.29838 1.10058 -0.8 -1.6 -0.3 -0.45
C -2.54996 -1.74768 1.09577 -0.5 0.7 -0.1 -0.18
C -2.82975 -0.53663 2.11066 0.1 -1.6 0.5 -0.10
C -2.49643 -0.88031 3.64295 1.9 0.8 -1.2 -0.12
F -3.16430 -1.98604 4.24139 0.1 3.2 -0.5 -0.01
C -1.56942 -0.01680 4.34032 -2.4 -1.2 -0.1 -0.11
F -0.18243 -0.13624 4.11737 -3.4 2.1 0.2 0.06
F -2.12777 0.97522 5.21922 2.8 -2.9 -0.8 0.03
P -1.19756 -4.21948 1.00891 -0.1 -0.5 1.7 0.99
C 0.49836 -4.88154 0.50173 1.6 0.2 -0.8 -0.43
C 1.34666 -5.48729 1.75577 0.1 0.0 -0.9 -0.19
C -2.57130 -4.73755 -0.18274 0.0 0.1 -1.2 -0.42
C -2.59520 -3.96218 -1.59429 -0.5 -0.6 -0.6 -0.17
B 3.74427 -0.77980 -2.55670 0.6 -0.4 -1.9 -0.56
O 3.04254 -1.88054 -3.15389 1.5 0.9 1.3 0.10
O 4.82199 -0.19026 -3.35803 -2.2 -0.3 1.0 -0.04
C 4.29322 0.73630 -4.33918 0.4 0.3 -1.6 -0.23
C 3.76609 0.01338 -5.70013 -0.5 1.2 0.9 -0.08
P 4.77317 -1.12990 0.03580 1.0 0.2 0.8 1.00
C 4.80790 -2.88562 -0.66436 -1.1 -1.8 -0.1 -0.29
O 4.06383 -1.15606 1.59362 -0.7 -1.3 -2.2 -0.31
H 5.56005 3.87937 2.50291 -1.6 -1.0 -0.3 0.08
H 3.67926 3.55723 2.38313 1.5 -0.5 -0.1 0.07
H 4.83574 2.39332 3.28121 -0.5 1.1 -1.4 0.08
H 5.50496 1.25336 1.40767 -0.9 1.3 -1.0 0.10
H 5.81892 2.79272 0.43908 -1.2 -0.7 0.3 0.12
H 3.80992 1.99821 -1.92636 -0.1 -0.5 1.5 0.12
H 5.23805 1.23855 -1.07015 -1.8 0.2 -0.3 0.12
H 0.89021 -1.09420 -1.99390 0.9 1.2 1.2 0.16
H 0.20031 0.85989 -2.95432 0.9 0.4 1.5 0.13
H 1.76326 1.64066 -2.42613 -1.1 -1.0 0.7 0.10
H 1.61043 3.21150 0.11954 -1.6 -0.2 -0.5 0.09
H -0.03273 4.95685 1.33540 -0.4 -1.2 -1.3 0.09
H -2.64919 5.03550 0.69592 1.3 -1.1 -0.8 0.10
H -4.73297 3.87519 -0.68966 1.0 -0.7 -0.9 0.07
H -4.11464 3.89808 -2.44809 0.2 -0.7 1.7 0.09
H -4.36037 2.28475 -1.60300 0.4 1.5 0.4 0.07
H -1.95528 1.66232 -2.40701 0.6 1.1 1.2 0.10
H -1.16932 -0.15366 -0.65334 1.7 0.3 1.1 0.16
H 0.76906 -0.31417 1.60266 -0.3 0.3 -0.9 0.11
H -0.52765 -2.11676 2.11945 -0.8 0.0 -1.7 0.12
H -2.80874 -1.37326 0.04466 0.4 -0.7 1.3 0.12
H -3.33638 -2.56028 1.33684 1.5 1.1 -0.3 0.10
H -3.97054 -0.34936 2.08799 1.6 -0.2 0.3 0.14
H -2.34585 0.45082 1.80990 -0.4 -1.5 0.6 0.12
H 0.37585 -5.66170 -0.33746 0.2 1.0 1.4 0.08
H 1.19183 -4.07117 0.04972 -1.4 -1.0 0.5 0.06
H 0.96829 -6.54033 1.96828 0.4 1.5 0.2 0.07
H 2.45981 -5.58446 1.45574 -1.8 0.2 0.3 0.07
H 1.31882 -4.78667 2.66062 -0.2 -1.2 -1.2 0.07
H -2.46321 -5.86723 -0.39802 0.0 1.7 0.6 0.08
H -3.57049 -4.63422 0.37513 1.6 0.0 -0.7 0.05
H -1.81819 -3.13689 -1.70416 -1.1 -1.1 0.4 0.06
H -2.38612 -4.73153 -2.42032 -0.3 1.2 1.1 0.07
H -3.64387 -3.54314 -1.80108 1.6 -0.5 0.3 0.07
H 3.67572 -2.48222 -3.61431 -0.7 1.0 0.1 0.12
H 3.41555 1.36965 -3.96713 1.2 -0.9 -0.2 0.10
H 5.15766 1.46028 -4.59312 -1.4 -1.2 0.5 0.14
H 4.22998 -1.01099 -5.87252 -0.5 1.5 0.2 0.08
H 2.62303 -0.07580 -5.56635 1.8 -0.1 -0.6 0.08
H 3.99426 0.76264 -6.54975 -0.4 -1.5 1.1 0.08
H 5.21939 -3.65507 0.09132 -0.5 1.5 -0.9 0.06
H 3.75529 -3.27982 -0.94343 1.6 0.6 0.3 0.05
H 5.47486 -3.00017 -1.59954 -1.0 0.6 1.4 0.07
H 3.24944 -1.72070 1.56766 0.7 0.7 0.2 0.06
C -5.36308 -5.24136 5.27310 -0.1 -0.1 -0.1 -0.09
C -5.31518 -4.46072 4.12255 0.0 0.0 0.0 -0.09
C -5.89370 -4.92158 2.94393 0.0 -0.1 0.1 -0.10
C -6.52904 -6.15970 2.91846 0.0 0.0 0.0 -0.10
C -6.58007 -6.93859 4.07016 0.0 0.1 0.0 -0.10
C -5.99360 -6.48184 5.24643 0.0 0.1 -0.1 -0.10
H -4.90899 -4.88334 6.19100 0.0 0.0 -0.1 0.10
H -4.82622 -3.49343 4.14411 0.0 -0.1 0.0 0.08
H -5.85048 -4.31548 2.04487 0.0 0.0 0.1 0.09
H -6.98435 -6.51693 2.00071 0.0 0.0 0.1 0.10
H -7.07684 -7.90320 4.05071 0.0 0.1 0.0 0.10
H -6.02880 -7.09178 6.14271 0.0 0.0 -0.1 0.10
C 1.34537 7.89867 -2.75146 -0.1 0.0 0.1 -0.10
C 0.56424 6.89700 -2.18333 0.0 0.0 0.0 -0.09
C -0.56717 7.22826 -1.44344 0.1 0.2 -0.1 -0.09
C -0.92074 8.56568 -1.28203 0.1 -0.1 -0.1 -0.09
C -0.14141 9.56713 -1.85334 0.0 0.0 0.0 -0.10
C 0.99381 9.23430 -2.58429 0.0 -0.1 0.0 -0.10
H 2.22887 7.63828 -3.32494 -0.1 0.0 0.0 0.10
H 0.83786 5.85510 -2.31634 0.0 0.1 0.1 0.10
H -1.16620 6.44594 -0.99649 0.0 0.0 -0.1 0.06
H -1.80510 8.82674 -0.71014 0.1 0.0 0.0 0.10
H -0.41946 10.60861 -1.72767 0.0 -0.1 0.0 0.10
H 1.60409 10.01536 -3.02494 0.0 -0.1 0.0 0.10
```
Forces are in eV/Å.

Values from the calculation:
SMILES   CCOC[C@@](O[C@H](Cc1cccc(C)c1)[C@H](O)O[C@@H](CCC(F)=C(F)F)P(CC)CC)(B(O)OCC)P(C)O.c1ccccc1.c1ccccc1

---

Formula: C38H57As2CsN6S3Si2
Source: OMol25
Level of theory: wB97M-V/def2-TZVPD

```
109
Properties=species:S:1:pos:R:3:forces:R:3:lowdin_charge:R:1
Cs 0.22087 0.01500 0.56226 -0.2 -0.6 0.2 0.50
C 0.86817 -0.78165 -4.64403 0.0 -0.1 0.0 -0.02
C 0.20629 -0.05904 -3.50618 0.0 0.1 0.2 -0.27
N -0.56688 -0.63883 -2.66437 0.1 0.3 -0.2 0.06
N -0.80689 -1.94778 -2.81672 -0.2 -0.1 0.1 -0.03
C -1.57230 -2.64184 -1.90452 0.1 0.1 -0.2 -0.93
N -1.54372 -3.98134 -2.17557 0.1 -0.1 0.2 0.05
S -2.43745 -1.95662 -0.67618 -0.2 -0.1 -0.2 0.64
C 0.48967 1.38667 -3.23845 0.0 -0.1 0.0 -0.24
C 1.04486 2.24087 -4.19165 -0.1 -0.1 0.1 -0.02
C 1.34384 3.54607 -3.82378 0.0 0.0 0.1 -0.07
C 1.10046 3.96209 -2.52477 0.0 -0.1 -0.1 -0.05
C 0.51756 3.04732 -1.65340 0.1 0.2 0.0 -0.13
N 0.20598 1.81214 -2.00337 0.2 -0.1 -0.1 0.05
H 1.50272 -1.58450 -4.25407 0.0 0.0 0.0 0.09
H 1.50322 -0.13312 -5.23926 0.0 0.0 0.0 0.06
H 0.12046 -1.23233 -5.30371 0.0 0.0 0.0 0.09
H -0.26657 -2.49847 -3.47128 0.1 0.0 0.1 0.12
H -0.58441 -4.34180 -2.26438 -0.1 0.1 0.0 -0.01
H -2.03022 -4.49999 -1.45695 0.0 0.0 0.0 0.04
H 1.24879 1.90607 -5.19882 0.0 0.0 0.0 0.10
H 1.78348 4.22152 -4.54723 0.0 0.0 0.0 0.10
H 1.36182 4.95344 -2.18085 0.0 0.0 0.0 0.11
H 0.31910 3.31475 -0.61858 0.0 0.0 0.0 0.09
S 2.87253 1.29958 1.91964 0.4 0.3 0.1 0.34
C 3.21291 3.00471 1.92303 -0.2 0.0 0.0 -0.79
C 4.47320 3.52939 1.58706 0.0 -0.1 0.0 -0.15
C 4.71824 4.88942 1.60259 0.0 0.1 0.0 -0.13
C 3.71621 5.78957 1.95659 0.0 0.0 0.0 -0.14
C 2.46285 5.29692 2.30000 0.0 0.1 0.0 -0.13
C 2.20657 3.93332 2.28802 0.0 -0.2 0.0 -0.45
As 0.47570 3.11035 2.66528 0.0 0.1 0.0 1.24
C 0.77257 2.52030 4.50458 0.1 0.0 0.0 -0.41
C 1.94401 2.80071 5.19993 0.0 0.0 0.0 -0.12
C 2.09321 2.37886 6.51392 0.0 0.0 0.0 -0.10
C 1.07637 1.66750 7.13595 0.0 0.0 0.0 -0.11
C -0.08566 1.37247 6.43886 0.0 0.0 0.0 -0.09
C -0.23920 1.79626 5.12560 0.0 0.0 0.0 -0.12
C -0.50634 4.77313 3.12079 0.0 0.0 0.0 -0.39
C -0.40251 5.43582 4.34193 0.0 0.0 0.0 -0.10
C -1.11594 6.60080 4.58188 0.0 0.0 0.0 -0.10
C -1.94959 7.12542 3.60353 0.0 0.0 0.0 -0.12
C -2.07009 6.47219 2.38604 0.0 0.0 0.0 -0.11
C -1.35590 5.30401 2.15528 0.0 0.0 -0.1 -0.13
H 5.25580 2.83260 1.31154 0.0 0.0 0.0 0.09
H 5.70453 5.25584 1.33628 0.0 0.0 0.0 0.08
H 3.90831 6.85613 1.97156 0.0 0.0 0.0 0.08
H 1.67763 5.98990 2.58299 0.0 0.0 0.0 0.09
H 2.74727 3.33744 4.70921 0.0 0.0 0.0 0.10
H 3.01431 2.59142 7.04481 0.0 0.0 0.0 0.09
H 1.20092 1.32165 8.15577 0.0 0.0 0.0 0.09
H -0.86633 0.78065 6.90086 0.0 0.0 0.0 0.10
H -1.11870 1.49931 4.56366 0.0 0.0 0.0 0.07
H 0.24209 5.03079 5.11380 0.0 0.0 0.0 0.10
H -1.02381 7.10065 5.53962 0.0 0.0 0.0 0.09
H -2.51141 8.03228 3.79398 0.0 0.0 0.0 0.09
H -2.73130 6.86273 1.62140 0.0 0.0 0.0 0.09
H -1.47287 4.78508 1.20830 0.0 0.0 0.0 0.08
C 4.29548 -2.02521 -0.76135 0.0 0.0 0.0 -0.25
Si 3.60908 -3.60986 0.01267 0.0 0.0 -0.1 0.07
C 3.86705 -3.47162 1.87684 0.0 0.0 -0.1 -0.23
C 4.77650 -4.99813 -0.56031 0.0 0.0 0.0 -0.26
As 1.43415 -3.86491 -0.67862 0.0 0.2 -0.2 0.62
Si 0.66819 -5.27031 0.97798 0.0 0.0 0.1 0.10
C -1.07111 -5.87622 0.50707 0.0 0.0 0.1 -0.26
C 0.49708 -4.54845 2.70579 0.0 0.0 -0.1 -0.23
C 1.71170 -6.84882 1.16165 0.0 0.0 0.0 -0.26
H 5.38223 -1.96872 -0.64838 0.0 0.0 0.0 0.02
H 3.86855 -1.13789 -0.28775 0.0 0.0 0.0 0.00
H 4.06026 -1.98864 -1.82860 0.0 0.0 0.0 0.00
H 4.91377 -3.23601 2.09121 0.0 0.0 0.0 0.02
H 3.61871 -4.40663 2.38285 0.0 0.0 0.0 0.00
H 3.24501 -2.68680 2.30891 0.0 0.0 0.0 0.03
H 5.80442 -4.81581 -0.22972 0.0 0.0 0.0 0.01
H 4.76843 -5.07094 -1.65016 0.0 0.0 0.0 0.01
H 4.45165 -5.96296 -0.16618 0.0 0.0 0.0 0.00
H -1.78884 -5.05592 0.59645 0.0 0.0 0.0 0.01
H -1.38352 -6.66160 1.20137 0.0 0.0 0.0 0.02
H -1.11073 -6.28846 -0.50398 0.0 0.0 0.0 0.01
H 0.03817 -3.55533 2.71584 -0.1 0.0 0.0 0.00
H 1.46360 -4.46884 3.20658 0.0 0.0 0.0 0.00
H -0.13953 -5.20283 3.31138 0.0 0.0 0.0 0.02
H 1.81027 -7.36502 0.20474 0.0 0.0 0.0 0.01
H 1.26056 -7.53196 1.88849 0.0 0.0 0.0 0.01
H 2.71708 -6.60329 1.51136 0.0 0.0 0.0 0.00
C -6.50745 -0.52414 -2.94184 0.0 0.0 0.0 -0.11
C -5.45516 -0.55075 -1.84366 0.0 0.0 -0.1 -0.30
N -4.42409 0.45937 -2.05565 -0.2 -0.1 0.2 0.00
C -4.59536 1.73873 -1.66330 0.1 -0.1 -0.2 -0.88
S -5.98295 2.34134 -0.94737 0.0 0.0 0.0 0.58
N -3.52194 2.55147 -1.91556 0.0 0.1 0.2 -0.02
C -2.77895 2.48352 -3.16858 0.0 0.0 0.0 -0.25
C -3.63537 2.84465 -4.37696 0.0 0.0 0.0 -0.08
H -7.26534 -1.28751 -2.75465 0.0 0.0 0.0 0.07
H -6.05338 -0.72237 -3.91455 0.0 0.0 0.0 0.07
H -7.00041 0.44752 -2.97384 0.0 0.0 0.0 0.04
H -4.94074 -1.51033 -1.82511 0.0 0.0 0.0 0.07
H -5.91640 -0.39942 -0.86598 0.0 0.0 0.0 0.09
H -3.47316 0.09797 -2.01930 0.0 0.1 0.0 0.07
H -3.68210 3.47785 -1.55156 0.0 0.0 -0.1 0.10
H -2.34958 1.48969 -3.29356 0.0 0.0 0.1 0.09
H -1.93560 3.16948 -3.08031 0.0 0.0 0.0 0.10
H -4.47448 2.15403 -4.47279 0.0 0.0 0.0 0.07
H -3.04166 2.79614 -5.29209 0.0 0.0 0.0 0.07
H -4.03912 3.85428 -4.28067 0.0 0.0 0.0 0.07
C -1.32828 -0.97932 3.32756 0.0 -0.2 0.1 -0.25
H -2.02543 -0.62675 4.08571 0.0 0.1 0.0 -0.14
H -1.73630 -0.95627 2.32083 -0.1 0.1 -0.1 -0.22
H -0.30261 -0.64011 3.46024 0.0 0.2 -0.1 -0.14
```
Forces are in eV/Å.

Values from the calculation:
Total charge   -2

---

| no. | Kohn-Sham gap (eV) | HOMO (eV) | E (eV) |
| --- | --- | --- | --- |
| 1 | 6.737 | -7.65 | -82041.398 |
| 2 | 2.784 | 0.35 | -219759.759 |